(1)
Computed, not measured: a gas-phase ion, C6H15N2 (charge +1), with ωB97M-V/def2-TZVPD.

Positions of all 23 atoms, in Å:
C -0.267594 0.980765 2.117893
C 0.428478 0.731453 0.810124
C 0.617177 1.739015 -0.054729
N 0.096803 3.009991 0.072464
C 0.801731 -0.684838 0.400557
C 0.272245 -1.180078 -0.970137
C -0.006865 -2.702694 -0.930129
N -1.020641 -0.485771 -1.264876
H -1.329657 1.183560 1.951602
H -0.222651 0.096503 2.750990
H 0.183479 1.776732 2.711776
H 1.155783 1.587316 -0.982336
H 0.375763 3.706834 -0.595421
H -0.199552 3.359675 0.966534
H 0.541232 -1.388104 1.181968
H 1.890709 -0.773561 0.373956
H 0.965293 -0.968398 -1.763264
H -0.949891 -2.893956 -1.450368
H -0.163016 -3.026542 0.088630
H 0.832470 -3.195599 -1.400833
H -0.928958 0.538452 -1.230031
H -1.717381 -0.753984 -0.570775
H -1.354959 -0.656771 -2.213595

Atoms 1-2, force components in eV/Å:
C -0.1 -0.6 0.0
C 0.0 0.0 -0.4

Properties
- Structure (SMILES): C/C(=C\N)C[C@@H](C)[NH3+]
- M: 115.2 g mol⁻¹
- Gap between HOMO and LUMO: 8.35 eV
- Net charge: +1
- Relative energy (zero: lowest compared OMol25 entry of this formula, charge and spin): 1.196 eV

***

(2)
Computed, not measured: a molecular structure, C17H19N5O3S3Ti, with ωB97M-V/def2-TZVPD.

Positions of all 48 atoms, in Å:
Ti 0.037665 0.153793 0.015096
C 4.377301 0.556712 -0.749199
C 2.919554 0.331563 -0.994910
N 2.096895 0.248447 0.039954
N 2.751501 0.276759 1.270433
C 2.145412 -0.001899 2.338121
S 0.719247 -0.420279 3.167719
S 2.877696 -0.015792 3.963004
C 2.984088 1.801233 4.286301
C 3.892650 2.469438 3.301257
C 3.363426 3.313325 2.330237
C 4.195058 3.919645 1.400255
C 5.561427 3.675715 1.430926
C 6.094679 2.834692 2.398836
C 5.264431 2.236600 3.333941
C 2.450379 0.165593 -2.357758
C 3.390762 -0.043495 -3.387945
C 2.999525 -0.260540 -4.688715
C 1.647199 -0.255049 -5.016188
C 0.691936 -0.050182 -4.037244
C 1.086646 0.142590 -2.723949
O 0.125952 0.334578 -1.788241
H 4.537009 1.083536 0.186204
H 4.817331 1.119584 -1.565473
H 4.887573 -0.408135 -0.677337
H 3.352339 1.849107 5.311449
H 1.969099 2.195956 4.259711
H 2.298508 3.519168 2.319960
H 3.781724 4.596316 0.663609
H 6.214560 4.155810 0.714559
H 7.160963 2.657532 2.435119
H 5.689579 1.592106 4.094820
H 4.445577 -0.066587 -3.162502
H 3.744251 -0.434004 -5.452126
H 1.336530 -0.413979 -6.040039
H -0.362343 -0.041901 -4.275973
N -2.180970 0.613557 -0.255102
N -2.523515 1.974076 -0.249445
C -1.699292 2.889291 0.283004
N -2.127662 4.136672 0.361604
S -0.136644 2.500430 0.845754
H -2.439657 0.218733 -1.158229
H -2.695286 0.123168 0.478454
H -3.472583 2.214018 -0.503900
H -3.051444 4.420651 0.071032
H -1.512836 4.850530 0.719772
O -0.202182 -1.497945 0.746060
O -0.595456 -0.581839 1.769687

Atoms 1-2, force components in eV/Å:
Ti -0.2 0.2 -0.4
C 0.0 0.0 0.0

Properties
- M: 485.4 g mol⁻¹
- Gap between HOMO and LUMO: 6.79 eV
- Net charge: +2
- Relative energy (zero: lowest compared OMol25 entry of this formula, charge and spin): 0.000 eV

***

(3)
Computed, not measured: a molecular structure, C36H36CrF9N6PS5, with ωB97M-V/def2-TZVPD.

Positions of all 94 atoms, in Å:
Cr 0.285132 0.432722 -1.482435
S 5.238332 5.571022 -2.883135
C 4.217632 4.306222 -2.754535
S 2.609632 4.310222 -3.457835
C 2.086332 2.800522 -2.742435
C 3.017432 2.112522 -2.031835
S 2.635932 0.642422 -1.236135
S 4.607432 2.836422 -1.884635
S 0.437432 2.282222 -2.833635
C -1.847068 3.084222 -0.804135
N -2.314368 2.443722 -2.013035
C -3.257368 3.189922 -2.835735
C -4.471968 2.273222 -2.918135
N -3.923468 0.971222 -2.568035
C -4.902468 -0.079878 -2.389435
C -2.672868 1.109222 -2.035635
N -1.796968 0.194222 -1.726535
C -2.101168 -1.200578 -1.996635
C -1.032868 -2.107478 -1.381235
N 0.260532 -1.614978 -1.786235
C 1.262632 -2.439178 -1.991035
N 1.457132 -3.687478 -1.506335
C 0.713932 -4.480778 -0.560335
C 2.701132 -4.259078 -1.993235
C 3.322332 -3.127178 -2.811935
N 2.315132 -2.081578 -2.762835
C 2.248732 -1.147978 -3.859335
H -1.344268 4.011922 -1.076735
H -2.676468 3.313022 -0.121835
H -1.132468 2.426122 -0.300135
H -2.809068 3.340622 -3.822835
H -3.489468 4.161022 -2.404235
H -4.892068 2.243122 -3.922935
H -5.260468 2.561422 -2.212335
H -5.859568 0.302622 -2.739035
H -5.021868 -0.351178 -1.337535
H -4.676268 -0.968978 -2.976435
H -2.093768 -1.350778 -3.085235
H -3.077268 -1.493078 -1.604535
H -1.214268 -3.129578 -1.729335
H -1.123168 -2.077778 -0.285835
H 0.086032 -3.872578 0.080665
H 1.421432 -5.015978 0.069465
H 0.099832 -5.226778 -1.071135
H 2.498332 -5.155278 -2.588735
H 3.326332 -4.545678 -1.145735
H 3.511032 -3.423578 -3.846235
H 4.259332 -2.764278 -2.377935
H 3.196532 -0.616778 -3.949235
H 2.051732 -1.677878 -4.798235
H 1.447132 -0.423678 -3.684535
F 4.155132 3.331122 5.288765
C 3.333232 4.003522 4.472565
F 2.473032 4.674122 5.260465
F 4.071032 4.918022 3.842065
C 2.590632 3.083022 3.536665
C 1.989732 1.952822 4.081765
C 1.283532 1.095822 3.262265
C 1.164532 1.365722 1.898065
C 1.742932 2.514422 1.369765
C 2.465132 3.372222 2.186165
P 0.186032 0.182922 0.885465
C 0.933132 -1.349678 1.561265
C 2.276832 -1.503178 1.218165
C 2.979632 -2.628578 1.587165
C 2.337632 -3.622178 2.314765
C 1.009632 -3.468178 2.694865
C 0.307032 -2.333578 2.319365
C 3.076732 -4.894278 2.641265
F 4.400332 -4.764278 2.520465
F 2.723732 -5.882478 1.781265
F 2.820132 -5.351678 3.865265
C -1.458368 0.423022 1.658165
C -1.743068 1.674422 2.208265
C -3.022168 1.992222 2.621865
C -4.039968 1.055722 2.484665
C -3.768368 -0.202878 1.970865
C -2.487668 -0.509578 1.548765
C -5.436968 1.456422 2.880065
F -5.887968 2.447022 2.083065
F -5.494368 1.914222 4.133365
F -6.314868 0.453522 2.777565
H 2.084932 1.758822 5.138065
H 0.808332 0.218922 3.678865
H 1.633332 2.745422 0.315765
H 2.927032 4.258022 1.775165
H 2.779532 -0.723478 0.669265
H 4.018732 -2.734478 1.320665
H 0.522132 -4.234578 3.277765
H -0.718268 -2.220078 2.641565
H -0.957268 2.406822 2.317065
H -3.233368 2.959822 3.050665
H -4.548668 -0.944778 1.899365
H -2.305968 -1.490178 1.138365

Atoms 1-2, force components in eV/Å:
Cr 0.8 -0.2 -0.9
S -0.1 -0.3 0.0

Properties
- M: 967.0 g mol⁻¹
- Gap between HOMO and LUMO (spin up / spin down): 5.49 / 6.62 eV
- Net charge: +1
- 2S+1: 2

***

(4)
Computed, not measured: a single C21H25NO5 molecule, with ωB97M-V/def2-TZVPD.

Positions of all 52 atoms, in Å:
C 6.493588 0.516210 0.172550
O 5.345975 1.128519 -0.309429
C 4.185743 0.160902 -0.390153
C 4.198590 -1.350644 -0.256326
C 2.957115 -1.993654 -0.170056
C 1.711021 -1.460930 -0.430273
C 0.565169 -2.271767 -0.514455
O 0.698519 -3.542914 -0.190506
O -0.494619 -1.728146 -1.089227
C -1.553872 -2.320657 -1.216004
C -2.989750 -1.426314 -0.784357
O -3.992407 -1.871186 -0.760856
N -2.644571 -0.163793 -0.750596
C -3.506693 0.834760 -0.789567
C -3.782260 1.352352 -2.113953
C -3.209293 1.908143 0.280987
C -3.127209 1.009677 1.689185
C -1.859778 0.300620 1.901656
C -0.567778 1.239544 1.983280
C 0.599265 0.353271 1.970110
C 0.551944 -1.008497 2.566254
C -0.670387 -1.661838 2.271440
C -1.949068 -0.884203 2.149211
C 1.735640 0.071719 -0.984440
O 0.512369 0.801764 -1.197839
C 0.418439 2.082900 -1.581119
C 2.871276 0.812911 -0.832749
H 6.568226 0.068980 1.086697
H 6.817847 -0.185036 -0.676562
H 7.149981 1.407289 0.032212
H 4.956109 -1.597599 0.237333
H 3.041566 -2.874227 -0.121095
H -1.810504 -2.906381 -1.989128
H -1.664105 -3.185560 -0.448215
H -1.615658 0.229398 -1.265510
H -4.382277 0.139019 -0.476727
H -4.554371 2.430867 -2.059045
H -4.137921 0.785792 -2.774443
H -2.846860 2.011517 -2.340883
H -2.308083 2.261215 -0.046286
H -3.964972 2.604903 0.389844
H -2.992957 1.857758 2.459600
H -3.876263 0.365817 1.904877
H -0.696247 2.175430 1.772882
H 1.462758 0.739324 2.206357
H 1.376368 -1.612420 2.486945
H -0.808436 -2.706282 2.614536
H -2.691448 -1.624493 2.178734
H -0.483152 2.015607 -1.882816
H 1.209796 2.351822 -2.264249
H 0.765875 2.555598 -0.717758
H 2.987749 1.802938 -0.930053

Atoms 1-2, force components in eV/Å:
C 2.6 1.6 -5.6
O -5.7 -3.3 0.5

Properties
- Structure (SMILES): COc1ccc(C(=O)OCC(=O)N[C@H](C)CCc2ccccc2)c(OC)c1
- M: 371.4 g mol⁻¹
- Gap between HOMO and LUMO: 8.04 eV
- Relative energy (zero: lowest compared OMol25 entry of this formula, charge and spin): 17.641 eV

***

(5)
Computed, not measured: a molecular structure, C21H25ClN2SSn, with ωB97M-V/def2-TZVPD.

Positions of all 51 atoms, in Å:
C 1.410143 1.858074 -4.915849
C 1.331493 0.525633 -5.578916
C 0.415222 2.883199 -5.330755
C 2.765122 2.340364 -4.526426
Cl 0.454914 1.156026 -2.394517
H 0.749390 3.205582 -6.341370
H 0.423362 3.782632 -4.691888
H -0.604054 2.476977 -5.447605
H 1.714804 0.689433 -6.613398
H 0.297743 0.152363 -5.675722
H 1.988336 -0.225194 -5.108492
H 3.255537 2.637327 -5.482635
H 3.388985 1.548447 -4.079320
H 2.737603 3.239634 -3.887933
C -2.932664 -1.083155 0.818663
C -3.312037 0.152364 0.190499
C -2.708907 0.208505 -1.069763
H -4.023298 0.874785 0.583468
C -1.890367 -0.965579 -1.245353
C -2.057134 -1.757082 -0.045165
H -1.563886 -2.707411 0.129333
H -3.359787 -1.475269 1.735833
H -2.822933 0.994304 -1.814772
H -1.607232 -1.375820 -2.221692
C 1.180466 1.206489 2.280075
C 0.000532 1.616681 2.926177
C -0.638114 2.597270 2.090492
H -0.318654 1.343305 3.927937
C 0.181607 2.823382 0.975425
C 1.322143 1.954111 1.057239
H 2.265826 2.115474 0.529308
H 1.890195 0.463956 2.629373
H -1.547597 3.142527 2.327394
H 0.002710 3.535575 0.170849
Sn 0.037084 0.190627 -0.262013
N -2.540236 -0.219877 3.958214
C -1.560987 -1.111500 3.779105
N -0.746680 -1.192139 2.739252
C 0.176235 -2.238453 2.884775
C 1.197519 -2.586395 1.978380
C 2.036509 -3.657187 2.287610
C 1.859510 -4.363579 3.483370
C 0.855236 -4.028074 4.396846
C 0.031559 -2.965330 4.075382
S -1.306156 -2.309958 5.037954
H -3.081687 -0.269031 4.805065
H -2.705529 0.505653 3.266515
H 1.306880 -1.999591 1.042397
H 2.833073 -3.937115 1.583875
H 2.528302 -5.203035 3.708854
H 0.689903 -4.549923 5.333925

Atoms 1-2, force components in eV/Å:
C 1.1 0.6 -2.6
C -0.3 -0.4 0.8

Properties
- M: 491.7 g mol⁻¹
- Gap between HOMO and LUMO (spin up / spin down): 3.98 / 3.96 eV
- Net charge: +2

***

(6)
Computed, not measured: 8 unconnected molecules or ions with the total composition C16H48O8S2, with ωB97M-V/def2-TZVPD.

Positions of all 74 atoms, in Å:
C -1.610541 3.014149 -2.470486
C -2.718541 2.332149 -3.306486
O -2.461541 0.969149 -3.573486
H -1.919541 4.013149 -2.169486
H -0.661541 3.105149 -3.013486
H -1.525541 2.285149 -1.762486
H -2.556541 2.787149 -4.259486
H -3.647541 2.651149 -3.129486
H -3.116541 0.628149 -4.094486
C -2.340541 -6.117851 1.493514
C -2.102541 -5.112851 0.288514
O -0.674541 -4.541851 0.343514
H -3.168541 -6.555851 1.270514
H -2.128541 -5.650851 2.491514
H -1.416541 -6.723851 1.348514
H -2.889541 -4.177851 0.544514
H -2.202541 -5.499851 -0.601486
H -0.803541 -3.707851 0.125514
C 4.115459 2.678149 0.836514
C 3.888459 1.341149 1.616514
O 2.638459 1.360149 2.123514
H 3.762459 3.426149 1.589514
H 3.408459 2.719149 -0.086486
H 5.139459 2.860149 0.529514
H 4.940459 1.022149 2.353514
H 3.963459 0.634149 0.704514
H 2.533459 0.786149 2.865514
C 0.541459 4.181149 -0.048486
C 0.626459 5.635149 -0.357486
O 0.066459 5.834149 -1.555486
H -0.488541 3.949149 0.014514
H 1.142459 4.008149 0.748514
H 0.721459 3.683149 -0.875486
H 1.731459 6.000149 -0.493486
H 0.151459 6.305149 0.349514
H 0.145459 6.724149 -1.808486
C -5.218541 0.346149 0.290514
C -3.718541 -0.030851 -0.048486
O -3.614541 -1.354851 -0.736486
H -5.369541 1.328149 0.503514
H -5.567541 -0.142851 1.072514
H -5.882541 0.192149 -0.791486
H -3.167541 0.028149 0.959514
H -3.302541 0.690149 -0.740486
H -2.780541 -1.596851 -0.714486
C -1.066541 1.237149 2.900514
C -1.898541 2.456149 3.067514
O -3.287541 2.077149 2.968514
H -0.043541 1.484149 2.689514
H -1.309541 0.703149 2.149514
H -1.172541 0.670149 3.747514
H -1.903541 3.103149 2.128514
H -1.430541 3.139149 3.867514
H -3.845541 2.783149 2.510514
C 5.214459 -3.679851 -1.625486
S 4.523459 -5.352851 -1.679486
O 5.546459 -6.323851 -0.967486
C 3.174459 -5.132851 -0.620486
H 4.710459 -2.994851 -1.987486
H 6.205459 -3.751851 -2.257486
H 5.889459 -3.304851 -0.819486
H 2.602459 -5.873851 -0.533486
H 2.625459 -4.299851 -1.208486
H 3.712459 -4.426851 0.210514
C 1.732459 -1.865851 0.420514
S 0.551459 -1.465851 -0.968486
O -0.854541 -2.040851 -0.641486
C 0.401459 0.325149 -0.817486
H 1.611459 -1.479851 1.458514
H 2.872459 -1.698851 -0.098486
H 1.648459 -3.015851 0.615514
H -0.285541 0.761149 -1.395486
H 1.306459 0.801149 -1.092486
H 0.307459 0.864149 0.152514

Atoms 1-2, force components in eV/Å:
C -1.1 0.1 -2.2
C 4.7 0.9 -3.1

Properties
- M: 432.7 g mol⁻¹
- Gap between HOMO and LUMO: 9.04 eV
- Relative energy (zero: lowest compared OMol25 entry of this formula, charge and spin): 2.117 eV